{
  "formula": "C40H39BeClN4P2",
  "method": "ωB97M-V with the def2-TZVPD basis set",
  "symbols": ["Be", "C", "N", "C", "P", "C", "C", "C", "C", "C", "C", "C", "C", "C", "C", "C", "C", "C", "C", "C", "C", "C", "C", "P", "C", "C", "C", "C", "C", "C", "C", "C", "C", "C", "C", "C", "H", "H", "H", "H", "H", "H", "H", "H", "H", "H", "H", "H", "H", "H", "H", "H", "H", "H", "H", "H", "H", "H", "H", "H", "H", "H", "H", "H", "H", "Cl", "C", "C", "C", "C", "N", "C", "H", "H", "H", "H", "C", "N", "C", "C", "N", "H", "H", "H", "H", "H", "H"],
  "xyz": [[-0.766, 0.256, -1.028], [0.816, 0.141, 1.804], [1.626, -0.965, 1.364], [2.305, -0.839, 0.097], [1.248, -0.486, -1.404], [2.021, 1.008, -2.085], [1.943, 1.206, -3.462], [2.434, 2.368, -4.023], [3.002, 3.343, -3.218], [3.056, 3.164, -1.847], [2.551, 2.009, -1.279], [1.778, -1.792, -2.549], [3.075, -1.777, -3.065], [3.479, -2.775, -3.932], [2.608, -3.798, -4.274], [1.327, -3.825, -3.749], [0.906, -2.822, -2.892], [2.404, -1.583, 2.395], [1.744, -2.178, 3.466], [2.468, -2.819, 4.453], [3.850, -2.874, 4.387], [4.509, -2.257, 3.340], [3.792, -1.609, 2.350], [-0.914, 0.046, 1.118], [-1.570, -1.537, 1.701], [-0.848, -2.707, 1.455], [-1.332, -3.924, 1.898], [-2.554, -3.992, 2.551], [-3.306, -2.841, 2.729], [-2.826, -1.617, 2.300], [-1.803, 1.291, 2.085], [-2.539, 2.266, 1.416], [-3.245, 3.216, 2.133], [-3.224, 3.194, 3.518], [-2.500, 2.217, 4.188], [-1.787, 1.266, 3.480], [1.223, 1.122, 1.503], [0.748, 0.134, 2.897], [2.786, -1.805, -0.105], [3.099, -0.072, 0.102], [1.499, 0.443, -4.086], [2.375, 2.516, -5.089], [3.393, 4.247, -3.655], [3.493, 3.920, -1.213], [2.566, 1.901, -0.203], [3.756, -0.980, -2.801], [4.477, -2.756, -4.342], [2.927, -4.571, -4.956], [0.654, -4.627, -4.009], [-0.099, -2.834, -2.493], [0.666, -2.151, 3.523], [1.949, -3.280, 5.277], [4.412, -3.383, 5.152], [5.586, -2.264, 3.289], [4.333, -1.118, 1.556], [0.101, -2.655, 0.940], [-0.749, -4.818, 1.738], [-2.917, -4.940, 2.914], [-4.267, -2.900, 3.214], [-3.423, -0.727, 2.439], [-2.575, 2.260, 0.334], [-3.822, 3.963, 1.609], [-3.789, 3.924, 4.076], [-2.505, 2.192, 5.266], [-1.240, 0.494, 4.009], [-4.286, -3.572, -0.391], [-3.924, -2.038, -1.049], [-4.923, -1.160, -1.465], [-4.536, 0.035, -2.042], [-3.193, 0.357, -2.105], [-2.243, -0.438, -1.609], [-2.599, -1.630, -1.138], [-5.964, -1.417, -1.348], [-5.265, 0.721, -2.438], [-2.853, 1.274, -2.558], [-1.812, -2.285, -0.801], [-1.375, 5.099, -2.370], [-0.549, 4.313, -1.467], [0.167, 5.032, -0.426], [-0.637, 3.046, -1.419], [-0.701, 1.884, -1.377], [-0.761, 5.871, -2.837], [-2.187, 5.579, -1.816], [-1.794, 4.466, -3.150], [0.748, 5.833, -0.884], [0.839, 4.356, 0.096], [-0.536, 5.464, 0.290]],
  "mulliken_charge": [-0.0455, -1.6397, 0.5868, -2.3974, 2.3024, 0.0301, -0.6535, -0.8680, -0.5844, -0.9009, -0.3315, 0.4633, -0.4197, -0.8055, -0.6042, -0.7004, -0.3846, 0.4217, 0.0947, -1.0729, -0.6006, -0.8582, -0.3299, 2.5923, 0.6219, -0.7454, -0.6752, -0.9306, -0.7733, -1.0042, 0.0498, -0.5405, -0.8813, -0.5914, -0.9049, -0.0521, 0.0250, 1.0653, 0.9518, 0.8862, 0.5010, 0.4767, 0.4661, 0.5505, 0.2644, 0.5069, 0.4442, 0.4317, 0.4647, 0.2539, 0.3591, 0.4408, 0.4109, 0.4225, 0.4180, 0.4213, 0.5547, 0.4432, 0.4514, 0.5238, 0.4548, 0.4728, 0.4347, 0.4558, 0.4000, -0.1069, -0.2601, -0.2938, -0.9209, -0.2019, 0.3201, -0.5775, 0.5308, 0.4728, 0.6273, 0.7989, -0.9612, 0.2656, -0.9338, 0.9123, -0.4606, 0.3210, 0.3341, 0.3538, 0.3444, 0.2788, 0.3376],
  "homo_energy_ev": -12.781,
  "charge": 2,
  "gap_ev": 7.541
}

---

{
  "formula": "C42H57BClN2",
  "method": "ωB97M-V with the def2-TZVPD basis set",
  "symbols": ["C", "C", "C", "C", "C", "C", "C", "C", "C", "C", "C", "C", "C", "C", "N", "C", "B", "H", "N", "C", "C", "C", "C", "C", "C", "C", "C", "C", "C", "C", "C", "C", "C", "C", "C", "H", "H", "H", "H", "H", "H", "H", "H", "H", "H", "H", "H", "H", "H", "H", "H", "H", "H", "H", "H", "H", "H", "H", "H", "H", "H", "H", "H", "H", "H", "H", "H", "H", "H", "H", "H", "H", "H", "H", "H", "H", "H", "H", "H", "H", "H", "Cl", "C", "C", "C", "C", "C", "C", "C", "C", "C", "C", "C", "H", "H", "H", "H", "H", "H", "H", "H", "H", "H"],
  "xyz": [[-3.236, -2.657, 0.751], [-2.579, -3.839, 1.447], [-3.617, -4.325, 2.475], [-2.420, -5.015, 0.478], [-1.205, -3.502, 2.115], [-0.970, -4.029, 3.349], [0.262, -3.947, 3.994], [1.325, -3.291, 3.359], [1.159, -2.956, 2.030], [2.489, -2.887, 1.214], [2.334, -2.609, -0.268], [3.223, -4.240, 1.283], [3.322, -1.735, 1.800], [-0.148, -2.778, 1.486], [-0.335, -1.974, 0.288], [-0.219, -0.629, 0.052], [0.496, 0.449, 0.749], [0.168, 2.220, 0.617], [-0.694, -0.411, -1.222], [-0.707, 0.862, -1.861], [0.383, 1.225, -2.700], [0.982, 0.271, -3.774], [2.011, 1.060, -4.580], [-0.088, -0.192, -4.764], [1.782, -0.872, -3.179], [0.859, 2.531, -2.608], [0.032, 3.478, -2.035], [-1.199, 3.165, -1.519], [-1.564, 1.814, -1.352], [-2.980, 1.453, -0.778], [-2.862, 1.156, 0.739], [-3.650, 0.351, -1.639], [-3.908, 2.667, -0.871], [-0.932, -1.654, -1.828], [-0.659, -2.593, -0.911], [-2.803, -2.465, -0.226], [-4.307, -2.836, 0.566], [-3.169, -1.750, 1.354], [-3.395, -5.320, 2.878], [-3.722, -3.628, 3.307], [-4.617, -4.399, 2.015], [-1.876, -5.833, 0.960], [-3.385, -5.398, 0.113], [-1.855, -4.747, -0.407], [-1.785, -4.552, 3.881], [0.416, -4.391, 4.918], [2.277, -3.099, 3.879], [3.309, -2.611, -0.782], [1.890, -1.636, -0.455], [1.742, -3.379, -0.780], [3.543, -4.485, 2.294], [2.552, -5.033, 0.921], [4.118, -4.234, 0.628], [3.388, -1.857, 2.906], [4.323, -1.717, 1.384], [2.806, -0.773, 1.602], [0.421, 0.341, 1.943], [1.543, 0.793, 0.226], [2.834, 1.379, -3.937], [2.412, 0.432, -5.377], [1.540, 1.928, -5.046], [-0.996, -0.597, -4.305], [-0.391, 0.674, -5.363], [0.348, -0.938, -5.446], [1.180, -1.676, -2.744], [2.390, -1.346, -3.953], [2.481, -0.502, -2.430], [1.862, 2.810, -2.976], [0.314, 4.524, -2.145], [-1.907, 3.953, -1.195], [-2.698, 2.077, 1.331], [-3.791, 0.642, 1.124], [-2.009, 0.503, 0.949], [-3.611, 0.681, -2.735], [-3.221, -0.651, -1.580], [-4.708, 0.207, -1.411], [-3.974, 3.029, -1.904], [-4.920, 2.347, -0.566], [-3.600, 3.492, -0.207], [-1.360, -1.777, -2.807], [-0.651, -3.673, -1.001], [6.157, 5.393, 1.302], [4.719, 4.393, 0.879], [4.324, 3.246, 1.652], [3.021, 2.645, 1.515], [2.063, 3.275, 0.721], [0.548, 3.177, 1.059], [-0.061, 4.635, 0.793], [-1.296, 4.836, 1.745], [-1.100, 3.764, 2.788], [0.017, 2.991, 2.481], [2.565, 4.201, -0.263], [3.859, 4.801, -0.182], [4.987, 2.845, 2.448], [2.668, 1.757, 2.065], [0.658, 5.435, 1.157], [-0.299, 4.879, -0.247], [-1.171, 5.821, 2.245], [-2.308, 4.831, 1.253], [-1.686, 3.722, 3.727], [0.374, 2.115, 3.059], [1.951, 4.560, -1.102], [4.217, 5.605, -0.830]],
  "mulliken_charge": [-2.0004, 2.7567, -2.4165, -1.4874, -0.2602, -0.1366, -1.5361, -0.7959, 0.0823, 2.1650, -1.4595, -1.8895, -1.7753, 0.0007, 1.5482, -1.0394, 0.4845, -0.2893, 2.0633, -0.8381, 0.0765, 2.1339, -2.3105, -1.6874, -1.4375, 0.0393, -1.9699, -0.1846, -0.4874, 1.9291, -0.5674, -1.3767, -1.9967, -1.2303, -1.0405, 0.3160, 0.6149, 0.3557, 0.4615, 0.4723, 0.4517, 0.3474, 0.4359, 0.3408, 0.3946, 0.5243, 0.3600, 0.7626, -0.3964, 0.4435, 0.3973, 0.4086, 0.4414, 0.3490, 0.4669, 0.3978, 0.1149, 0.1234, 0.4611, 0.4575, 0.4704, 0.1934, 0.4567, 0.4106, 0.1829, 0.6429, 0.2780, 0.4445, 0.9302, 0.7141, 0.2054, 0.5260, -0.3731, 0.2900, 0.0822, 0.4913, 0.3676, 0.4249, 0.4312, 0.0948, 0.6062, -0.2081, -0.0169, -0.7351, -0.1165, 0.4334, 1.7713, -0.8932, -0.6492, -0.9127, -0.5155, -0.1396, -1.0501, 0.4150, 0.2115, 0.7455, -0.0957, 0.4261, 0.2064, 0.4125, 0.4534, 0.3488, 0.4693],
  "homo_energy_ev": -10.903,
  "charge": 1,
  "gap_ev": 7.065
}

---

{
  "formula": "C42H112N8O15",
  "method": "ωB97M-V with the def2-TZVPD basis set",
  "symbols": ["C", "C", "C", "O", "C", "N", "H", "H", "H", "H", "H", "H", "H", "H", "H", "H", "H", "C", "C", "C", "O", "C", "N", "H", "H", "H", "H", "H", "H", "H", "H", "H", "H", "H", "C", "C", "C", "O", "C", "N", "H", "H", "H", "H", "H", "H", "H", "H", "H", "H", "H", "C", "C", "C", "O", "C", "N", "H", "H", "H", "H", "H", "H", "H", "H", "H", "H", "H", "C", "C", "C", "O", "C", "N", "H", "H", "H", "H", "H", "H", "H", "H", "H", "H", "H", "C", "C", "O", "O", "H", "H", "H", "H", "H", "H", "C", "C", "O", "O", "H", "H", "H", "H", "H", "H", "C", "O", "C", "C", "N", "C", "C", "O", "C", "H", "H", "H", "H", "H", "H", "H", "H", "H", "H", "H", "H", "H", "H", "H", "C", "O", "C", "C", "N", "C", "C", "O", "C", "H", "H", "H", "H", "H", "H", "H", "H", "H", "H", "H", "H", "H", "H", "H", "C", "O", "C", "C", "N", "C", "C", "O", "C", "H", "H", "H", "H", "H", "H", "H", "H", "H", "H", "H", "H", "H", "H", "H"],
  "xyz": [[1.543, -4.556, -5.391], [0.914, -3.886, -4.140], [0.559, -4.858, -2.982], [-0.248, -5.861, -3.490], [-0.711, -6.713, -2.432], [1.753, -2.812, -3.618], [1.796, -3.848, -6.179], [0.948, -5.330, -5.876], [2.471, -5.007, -5.039], [-0.009, -3.451, -4.524], [0.064, -4.226, -2.245], [1.472, -5.297, -2.579], [0.010, -7.483, -2.155], [-1.558, -7.243, -2.866], [-1.054, -6.218, -1.524], [2.113, -2.373, -4.453], [2.574, -3.248, -3.222], [2.926, 0.471, -5.031], [3.628, -0.717, -5.757], [2.956, -1.348, -7.014], [1.643, -1.424, -6.657], [0.755, -1.649, -7.772], [4.981, -0.274, -6.114], [2.048, 0.210, -4.441], [2.804, 1.226, -5.808], [3.579, 0.921, -4.284], [3.665, -1.451, -4.952], [3.389, -2.312, -7.282], [3.059, -0.601, -7.800], [1.024, -2.564, -8.300], [0.836, -0.831, -8.488], [-0.290, -1.803, -7.503], [4.973, 0.384, -6.880], [5.563, 0.156, -5.410], [-5.388, -7.874, 3.983], [-5.689, -6.998, 2.802], [-6.952, -6.103, 3.032], [-8.089, -6.926, 3.055], [-9.215, -6.241, 3.694], [-4.508, -6.147, 2.618], [-4.412, -8.337, 3.839], [-6.155, -8.644, 4.059], [-5.261, -7.398, 4.955], [-5.879, -7.598, 1.911], [-6.968, -5.481, 2.137], [-6.709, -5.419, 3.846], [-10.133, -6.698, 3.325], [-9.245, -5.176, 3.463], [-9.219, -6.490, 4.755], [-3.958, -5.918, 3.434], [-4.673, -5.336, 2.039], [0.944, -6.057, 1.022], [1.815, -4.839, 1.340], [1.954, -3.905, 0.092], [2.848, -2.775, 0.418], [2.958, -1.912, -0.717], [1.227, -4.050, 2.345], [1.031, -6.882, 1.729], [1.282, -6.492, 0.081], [-0.093, -5.741, 0.911], [2.833, -5.115, 1.615], [1.005, -3.470, -0.223], [2.330, -4.492, -0.745], [3.376, -0.980, -0.337], [1.991, -1.658, -1.150], [3.541, -2.314, -1.545], [0.351, -3.568, 2.201], [1.820, -3.234, 2.396], [-3.038, 4.061, -1.135], [-2.464, 5.192, -2.087], [-1.591, 4.618, -3.311], [-0.773, 5.540, -4.008], [0.466, 5.841, -3.346], [-3.589, 6.018, -2.457], [-2.936, 4.423, -0.112], [-2.461, 3.137, -1.092], [-4.070, 3.724, -1.239], [-1.780, 5.713, -1.417], [-2.269, 4.120, -4.004], [-0.976, 3.797, -2.943], [1.048, 4.920, -3.314], [0.290, 6.324, -2.385], [1.080, 6.571, -3.873], [-3.310, 6.707, -3.141], [-4.324, 5.422, -2.811], [-1.680, 0.151, -3.343], [-1.961, -0.570, -4.665], [-2.718, 0.077, -5.688], [-2.872, 0.454, -2.670], [-1.030, 1.007, -3.523], [-1.134, -0.436, -2.604], [-2.497, -1.486, -4.414], [-1.030, -0.930, -5.103], [-2.272, 0.891, -5.936], [-3.547, 0.629, -3.330], [-3.996, 1.496, 2.686], [-4.758, 1.888, 1.347], [-5.423, 3.133, 1.605], [-3.166, 0.294, 2.561], [-4.775, 1.318, 3.427], [-3.361, 2.338, 2.960], [-5.377, 1.060, 1.001], [-3.985, 2.037, 0.593], [-5.737, 3.420, 0.745], [-2.569, 0.347, 1.811], [3.715, 4.631, 0.286], [3.881, 3.381, 0.952], [5.065, 3.390, 1.748], [5.010, 2.187, 2.696], [3.807, 2.064, 3.495], [3.657, 0.723, 4.095], [2.286, 0.459, 4.679], [1.381, -0.026, 3.772], [0.026, -0.182, 4.272], [3.119, 5.321, 0.884], [3.258, 4.441, -0.685], [4.698, 5.040, 0.054], [5.064, 4.186, 2.493], [6.020, 3.351, 1.224], [5.904, 2.165, 3.319], [5.112, 1.328, 2.032], [3.057, 2.241, 2.843], [4.354, 0.557, 4.916], [3.762, -0.055, 3.339], [1.957, 1.331, 5.245], [2.499, -0.351, 5.376], [-0.410, -0.856, 3.535], [-0.495, 0.774, 4.335], [0.055, -0.662, 5.250], [5.435, 5.301, 5.746], [5.058, 6.407, 4.896], [3.730, 6.971, 5.270], [2.480, 6.313, 4.577], [2.317, 4.938, 4.984], [1.067, 4.380, 4.460], [0.820, 4.507, 2.932], [0.355, 5.751, 2.416], [-1.001, 6.061, 2.820], [4.978, 4.462, 5.221], [5.021, 5.354, 6.752], [6.516, 5.185, 5.666], [3.627, 7.952, 4.805], [3.592, 7.282, 6.305], [2.495, 6.407, 3.491], [1.560, 6.800, 4.899], [3.061, 4.407, 4.554], [0.212, 4.775, 5.009], [1.158, 3.308, 4.632], [0.303, 3.624, 2.557], [1.771, 4.216, 2.486], [-1.744, 5.441, 2.319], [-1.164, 7.101, 2.537], [-1.234, 5.996, 3.882], [-2.509, -4.116, 0.598], [-1.503, -3.157, 0.776], [-1.746, -1.863, 0.147], [-0.609, -0.878, 0.462], [-1.222, 0.494, 0.358], [-0.404, 1.586, 0.872], [0.865, 1.772, 0.019], [0.491, 1.940, -1.342], [1.597, 1.881, -2.199], [-3.311, -3.921, 1.310], [-2.114, -5.107, 0.823], [-2.858, -4.103, -0.435], [-2.692, -1.487, 0.537], [-1.826, -2.054, -0.923], [0.144, -1.012, -0.315], [-0.080, -1.020, 1.404], [-1.418, 0.700, -0.611], [-0.040, 1.359, 1.874], [-0.985, 2.505, 0.943], [1.435, 0.896, 0.329], [1.475, 2.638, 0.276], [2.213, 2.725, -1.888], [1.413, 1.932, -3.272], [2.140, 0.945, -2.066]],
  "mulliken_charge": [-1.5215, 0.3264, -0.0910, -0.4280, -0.5383, 0.2055, 0.1743, 0.3953, 0.3837, 0.0495, 0.0393, 0.2394, 0.2905, 0.3431, 0.0878, -0.5658, 0.3353, -0.8562, 0.6265, -0.9259, 0.0583, -1.0643, -0.7048, -0.0253, 0.2698, 0.4165, 0.2043, 0.3168, 0.4984, 0.3745, 0.3579, 0.2747, 0.2671, 0.2635, -1.5818, 0.5290, -0.7723, -0.3407, -0.7323, -0.4392, 0.4351, 0.3617, 0.3864, 0.2294, 0.4146, 0.3617, 0.2460, 0.3251, 0.2815, 0.2087, 0.1511, -0.8502, 0.0039, 0.2576, -0.4292, -0.3043, -0.6886, 0.3988, 0.3409, -0.1793, 0.4192, -0.4161, 0.4981, 0.1207, -0.0932, 0.4656, 0.2241, 0.2978, -0.6430, 0.5496, 0.0391, -0.4417, -0.4485, -0.6675, 0.1613, -0.1796, 0.3695, 0.0955, 0.2654, -0.3300, 0.0703, 0.2108, 0.3700, 0.2725, 0.2676, 1.1452, -0.2300, -0.5573, -0.5170, -0.3765, -0.5094, 0.3797, -0.0834, 0.3556, 0.3833, -0.4410, 0.4831, -0.5442, -0.5821, 0.3800, 0.1240, 0.2958, -0.3909, 0.3400, 0.1544, -0.5930, -0.0925, -0.6411, -1.0254, 0.5429, -0.6997, -0.8932, -0.0191, -0.6746, 0.1221, -0.0285, 0.5154, 0.3860, 0.4760, 0.4630, 0.4052, -0.4979, 0.4540, 0.3440, 0.3592, 0.5380, 0.0051, 0.2488, 0.5290, -0.2564, -0.3369, -0.8445, -0.1725, 0.1687, -0.3922, 1.5065, -0.3373, -0.5527, -0.1266, 0.3409, 0.2568, 0.3935, 0.4365, 0.2548, 0.4823, 0.0954, 0.5807, -0.3247, -0.4488, -0.6368, 0.1247, 0.3238, 0.3187, -1.0666, -0.2342, -1.1912, 0.4308, 1.4104, -0.8064, -0.5875, 0.6295, -0.7817, 0.1998, 0.4362, 0.3510, 0.6217, 0.4582, -0.1186, -0.2128, -0.5172, -0.1199, 0.3544, -0.0489, 0.2945, -0.0875, 0.4096, 0.1208],
  "homo_energy_ev": [-10.029, -10.029],
  "multiplicity": 2,
  "charge": 1,
  "gap_ev": [7.937, 2.320]
}